Entry A
An isolated molecule of C20H27N3O3, computed with ωB97M-V with the def2-TZVPD basis set.

Properties
Gap between HOMO and LUMO: 9.79 eV
SMILES: CCCN(CC1CC1)C(=O)CCc1nnc([C@H](OC)c2ccccc2)o1

The geometry in ORCA input format:
```
! RIJCOSX wB97M-V def2-TZVPD def2/J DEFGRID3
* xyz 0 1
C -1.365 1.686 -1.272
C -2.592 1.746 -0.372
C -2.608 0.623 0.667
N -1.538 0.723 1.647
C -1.737 1.688 2.706
C -2.607 1.138 3.822
C -3.133 2.070 4.871
C -4.070 1.462 3.873
C -0.540 -0.182 1.602
O -0.457 -1.013 0.713
C 0.534 -0.141 2.688
C 1.651 0.841 2.294
C 2.010 0.630 0.872
N 1.784 1.443 -0.105
N 2.193 0.825 -1.234
C 2.650 -0.333 -0.888
C 3.232 -1.406 -1.752
O 4.283 -0.919 -2.559
C 3.911 0.026 -3.544
C 2.156 -2.142 -2.536
C 0.818 -2.098 -2.170
C -0.121 -2.801 -2.906
C 0.263 -3.546 -4.007
C 1.599 -3.600 -4.366
C 2.542 -2.906 -3.630
O 2.574 -0.517 0.447
H -1.306 0.722 -1.771
H -0.452 1.826 -0.699
H -1.412 2.463 -2.030
H -2.633 2.718 0.125
H -3.496 1.648 -0.977
H -2.484 -0.336 0.159
H -3.562 0.619 1.203
H -0.773 2.008 3.105
H -2.217 2.570 2.275
H -2.315 0.145 4.145
H -3.172 1.728 5.893
H -2.901 3.120 4.773
H -4.756 0.699 4.208
H -4.479 2.106 3.109
H 0.954 -1.148 2.729
H 0.133 0.111 3.668
H 1.328 1.877 2.393
H 2.526 0.675 2.927
H 3.722 -2.123 -1.077
H 4.839 0.306 -4.039
H 3.444 0.905 -3.092
H 3.220 -0.409 -4.272
H 0.496 -1.539 -1.305
H -1.159 -2.764 -2.612
H -0.474 -4.088 -4.581
H 1.910 -4.188 -5.218
H 3.588 -2.951 -3.898
*
```

Results of the Mulliken charge analysis, in e, for atoms 1 through 4:
1 C -0.91
2 C -0.48
3 C -1.04
4 N 0.53



Entry B
An isolated molecule of C20H27N3O3, computed with ωB97M-V with the def2-TZVPD basis set.

Properties
Gap between HOMO and LUMO: 9.25 eV
SMILES: CCOc1ccccc1-c1noc(CCCC(=O)NC2CCCCC2)n1

The geometry in ORCA input format:
```
! RIJCOSX wB97M-V def2-TZVPD def2/J DEFGRID3
* xyz 0 1
C 4.071 -1.930 0.068
C 2.596 -1.876 0.448
O 1.853 -1.033 -0.409
C 1.487 -1.422 -1.643
C 1.653 -2.694 -2.186
C 1.143 -2.991 -3.438
C 0.450 -2.042 -4.169
C 0.281 -0.772 -3.647
C 0.808 -0.450 -2.405
C 0.655 0.885 -1.854
N -0.443 1.590 -1.954
O -0.184 2.748 -1.279
C 1.075 2.651 -0.824
C 1.636 3.748 -0.005
C 1.677 3.353 1.478
C 0.312 2.879 1.986
C 0.155 1.374 1.775
O 0.995 0.586 2.163
N -0.986 0.993 1.172
C -1.293 -0.405 0.921
C -2.305 -0.536 -0.215
C -3.691 -0.038 0.193
C -4.178 -0.750 1.451
C -3.183 -0.549 2.591
C -1.811 -1.083 2.195
N 1.635 1.535 -1.158
H 4.208 -2.372 -0.916
H 4.617 -2.519 0.800
H 4.476 -0.921 0.051
H 2.473 -1.407 1.428
H 2.159 -2.882 0.478
H 2.174 -3.461 -1.635
H 1.286 -3.983 -3.841
H 0.048 -2.288 -5.139
H -0.249 -0.011 -4.198
H 2.647 3.964 -0.350
H 1.009 4.632 -0.142
H 2.390 2.539 1.618
H 2.017 4.217 2.050
H -0.497 3.435 1.509
H 0.255 3.044 3.065
H -1.650 1.679 0.851
H -0.345 -0.877 0.636
H -2.370 -1.591 -0.490
H -1.951 0.015 -1.088
H -3.667 1.039 0.375
H -4.390 -0.211 -0.629
H -5.160 -0.368 1.739
H -4.280 -1.818 1.247
H -3.534 -1.063 3.488
H -3.107 0.515 2.827
H -1.090 -0.919 2.998
H -1.876 -2.158 2.013
*
```

Results of the Mulliken charge analysis, in e, for atoms 1 through 4:
1 C -1.32
2 C -0.63
3 O 0.11
4 C 0.76



So which one is most stable? That would be entry B, about 1.662 eV below the next structure.



Entry A
A cluster of 2 separate species, C3H7O3S in total, computed with ωB97M-V with the def2-TZVPD basis set.

Properties
Gap between HOMO and LUMO: 7.20 eV

The geometry in ORCA input format:
```
! RIJCOSX wB97M-V def2-TZVPD def2/J DEFGRID3
* xyz -1 1
O -0.704 1.226 0.113
C -0.397 0.707 1.211
O -0.081 1.269 2.278
C -0.503 -0.859 1.299
C -0.313 -1.508 -0.067
S -1.100 -3.149 -0.286
H -1.522 -0.968 1.685
H 0.194 -1.229 2.039
H 0.767 -1.574 -0.234
H -0.720 -0.809 -0.766
H -2.070 -2.686 -1.079
H 3.130 5.417 -2.404
H 4.273 4.412 -2.788
O 3.578 4.974 -3.135
*
```

Results of the Mulliken charge analysis, in e, for atoms 1 through 4:
1 O -0.73
2 C 0.50
3 O -0.74
4 C -0.41



Entry B
A cluster of 2 separate species, C3H7O3S in total, computed with ωB97M-V with the def2-TZVPD basis set.

Properties
Gap between HOMO and LUMO: 6.97 eV

The geometry in ORCA input format:
```
! RIJCOSX wB97M-V def2-TZVPD def2/J DEFGRID3
* xyz -1 1
O 2.208 -1.789 -1.249
C 1.861 -1.324 -0.140
O 2.337 -1.558 0.925
C 0.631 -0.262 -0.299
C -0.693 -1.017 -0.154
S -2.225 -0.025 0.415
H 0.732 0.202 -1.216
H 0.966 0.482 0.414
H -0.463 -1.905 0.638
H -0.601 -1.770 -1.040
H -2.364 -0.159 1.684
H -0.268 2.788 -0.453
H -1.322 2.898 0.584
O -0.800 3.439 -0.109
*
```

Results of the Mulliken charge analysis, in e, for atoms 1 through 4:
1 O -0.74
2 C 0.37
3 O -0.66
4 C -0.38



So which one is most stable? That would be entry A, about 1.392 eV below the next structure.



Entry A
A cluster of 2 separate species, C2H5IN4 in total, computed with ωB97M-V with the def2-TZVPD basis set.

Properties
Gap between HOMO and LUMO: 7.81 eV
SMILES: [H]/N=N\C=C.[H]/N=N\I

The geometry in ORCA input format:
```
! RIJCOSX wB97M-V def2-TZVPD def2/J DEFGRID3
* xyz 0 1
H -1.250 1.137 -0.854
N -1.665 0.336 -1.172
N -1.217 -0.794 -1.229
C 0.096 -1.116 -0.869
C 0.257 -2.053 0.080
H 0.859 -0.313 -0.853
H 1.143 -2.195 0.724
H -0.628 -2.691 0.208
H -0.543 2.817 1.253
N 0.080 2.462 0.413
N 0.948 1.755 0.381
I 1.919 0.654 1.917
*
```

Results of the Mulliken charge analysis, in e, for atoms 1 through 4:
1 H 0.24
2 N -0.48
3 N -0.07
4 C -0.04



Entry B
An isolated molecule of C2H5IN4, computed with ωB97M-V with the def2-TZVPD basis set.

Properties
Gap between HOMO and LUMO (spin up / spin down): 6.59 / 6.60 eV

The geometry in ORCA input format:
```
! RIJCOSX wB97M-V def2-TZVPD def2/J DEFGRID3
* xyz 0 1
C -0.268 -0.021 -0.764
C -2.000 1.142 0.356
N 1.070 -0.333 -0.836
N 3.041 -1.172 -0.668
N -0.715 0.720 0.142
N 1.861 -0.873 -0.062
I 1.299 -1.649 2.152
H -0.754 -0.180 -1.654
H -2.835 0.853 -0.366
H -1.985 2.238 0.413
H -2.425 0.716 1.252
H 3.711 -1.442 0.034
*
```

Results of the Mulliken charge analysis, in e, for atoms 1 through 4:
1 C 0.02
2 C -0.70
3 N -0.46
4 N -0.60



So which one is most stable? That would be entry B, about 0.708 eV below the next structure.